Below is a single C5H8O molecule, with properties calculated with ωB97M-V/def2-TZVPD.

E_HOMO in eV: -8.66
SMILES: CC(C)=C=CO
Frontier orbital gap in eV: 9.474
Energy relative to the best compared isomer or geometry (same formula, charge and spin) in kJ/mol: 211.33

Cartesian coordinates (Å):
C (0.49, -1.32, 0.86)
C (0.32, -0.31, -0.25)
C (1.50, 0.53, -0.66)
O (-2.23, 1.43, 0.40)
C (-0.87, -0.06, -0.74)
C (-2.01, 0.58, -0.66)
H (-0.48, -1.75, 1.13)
H (1.17, -2.14, 0.61)
H (0.90, -0.80, 1.74)
H (1.18, 1.31, -1.36)
H (2.30, -0.05, -1.11)
H (1.91, 1.03, 0.24)
H (-1.53, 1.22, 1.04)
H (-2.86, 0.55, -1.34)



Below is a gas-phase ion, C28H24NO (charge +1) at a distorted geometry, with properties calculated with ωB97M-V/def2-TZVPD.

E_HOMO in eV: -10.76
SMILES: Cc1ccc2c(c1)[C@H]([C@@H](c1ccccc1)c1ccc(Oc3ccccc3)cc1)C=[NH+]2
Frontier orbital gap in eV: 6.258
Net charge: +1
Energy relative to the best compared isomer or geometry (same formula, charge and spin) in kJ/mol: 226.59

Cartesian coordinates (Å):
C (-3.29, 0.02, 2.88)
C (-1.81, 0.19, 2.79)
C (-0.93, -0.83, 2.35)
C (0.45, -0.64, 2.27)
C (0.83, 0.59, 2.86)
N (2.20, 0.74, 2.62)
C (2.71, -0.29, 1.86)
C (1.72, -1.32, 1.65)
C (0.01, 1.65, 3.20)
C (-1.35, 1.46, 3.17)
H (-3.80, 0.99, 2.89)
H (-3.74, -0.54, 2.06)
H (-3.65, -0.49, 3.77)
H (-1.32, -1.82, 2.11)
H (2.73, 1.56, 2.91)
H (3.79, -0.31, 1.63)
H (1.60, -1.83, 0.49)
H (0.42, 2.64, 3.44)
H (-2.06, 2.26, 3.41)
C (9.27, -7.14, -1.68)
C (8.00, -7.13, -2.27)
C (7.19, -5.98, -2.21)
C (7.67, -4.87, -1.51)
O (6.91, -3.73, -1.28)
C (5.76, -3.66, -0.52)
C (5.70, -2.59, 0.38)
C (4.65, -2.53, 1.30)
C (3.54, -3.38, 1.21)
C (2.18, -2.98, 1.88)
C (1.12, -4.07, 1.82)
C (0.57, -4.60, 3.02)
C (-0.53, -5.46, 3.00)
C (-1.09, -5.92, 1.80)
C (-0.38, -5.61, 0.63)
C (0.65, -4.65, 0.64)
C (3.68, -4.49, 0.37)
C (4.77, -4.65, -0.50)
C (8.99, -4.83, -1.04)
C (9.75, -5.99, -1.05)
H (9.85, -8.06, -1.66)
H (7.63, -8.01, -2.79)
H (6.22, -5.94, -2.70)
H (6.55, -1.91, 0.47)
H (4.66, -1.78, 2.09)
H (2.39, -2.99, 2.96)
H (1.01, -4.31, 3.98)
H (-1.03, -5.75, 3.94)
H (-2.01, -6.50, 1.76)
H (-0.68, -6.07, -0.32)
H (1.12, -4.41, -0.32)
H (2.89, -5.23, 0.34)
H (4.88, -5.59, -1.08)
H (9.36, -3.90, -0.62)
H (10.74, -5.98, -0.59)



Below is a molecular structure, C22H27I2KN4O, with properties calculated with ωB97M-V/def2-TZVPD.

E_HOMO in eV: -6.24
Frontier orbital gap in eV: 5.078
Energy relative to the best compared isomer or geometry (same formula, charge and spin) in kJ/mol: 42.19

Cartesian coordinates (Å):
K (0.97, -0.17, -0.52)
C (-2.26, -0.70, 0.66)
C (-2.87, 0.01, -0.54)
C (-2.03, 0.99, -1.32)
C (-2.32, 1.25, -2.66)
C (-1.56, 2.17, -3.35)
C (-0.52, 2.81, -2.70)
C (-0.30, 2.50, -1.37)
N (-1.04, 1.62, -0.69)
N (-1.17, -1.63, 0.37)
C (-0.60, -2.20, 1.59)
C (0.13, -1.27, 2.55)
C (0.73, -1.86, 3.66)
C (1.40, -1.06, 4.56)
C (1.43, 0.31, 4.34)
C (0.80, 0.80, 3.21)
N (0.17, 0.03, 2.32)
C (-1.56, -2.69, -0.54)
C (-1.39, -2.43, -2.02)
C (-2.17, -3.15, -2.93)
C (-1.96, -2.98, -4.28)
C (-0.97, -2.10, -4.70)
C (-0.24, -1.43, -3.73)
N (-0.44, -1.59, -2.42)
H (-3.08, -1.25, 1.17)
H (-1.88, 0.05, 1.35)
H (-3.74, 0.56, -0.16)
H (-3.29, -0.72, -1.25)
H (-3.12, 0.70, -3.14)
H (-1.77, 2.38, -4.39)
H (0.12, 3.52, -3.20)
H (0.54, 2.93, -0.82)
H (0.13, -2.95, 1.28)
H (-1.37, -2.75, 2.17)
H (0.69, -2.94, 3.79)
H (1.89, -1.49, 5.42)
H (1.94, 0.99, 5.01)
H (0.81, 1.86, 2.99)
H (-2.61, -3.00, -0.37)
H (-0.95, -3.57, -0.32)
H (-2.93, -3.82, -2.56)
H (-2.56, -3.52, -5.00)
H (-0.76, -1.93, -5.75)
H (0.55, -0.75, -4.00)
I (-2.39, 3.11, 1.70)
I (-4.21, 3.64, 3.51)
C (4.20, -0.53, 1.29)
C (4.06, 0.54, 0.19)
C (3.59, 1.86, 0.84)
O (3.22, 0.14, -0.78)
H (4.88, -0.25, 2.10)
H (4.54, -1.46, 0.85)
H (3.22, -0.73, 1.75)
H (5.10, 0.74, -0.16)
H (2.59, 1.75, 1.27)
H (3.55, 2.65, 0.09)
H (4.26, 2.18, 1.64)



Below is a molecular structure, CBr4O2S at a distorted geometry, with properties calculated with ωB97M-V/def2-TZVPD.

E_HOMO in eV: -9.59
Frontier orbital gap in eV: 6.617

Cartesian coordinates (Å):
C (1.26, 0.04, 0.11)
O (0.09, 0.49, -0.27)
O (-2.49, 0.29, -1.67)
S (-2.06, 0.56, -0.39)
Br (1.31, -1.04, 1.80)
Br (2.16, -1.02, -1.13)
Br (2.30, 1.83, 0.66)
Br (-2.56, -1.16, 0.87)



Below is 2 unconnected molecules or ions with the total composition C5H16NO at a distorted geometry, with properties calculated with ωB97M-V/def2-TZVPD.

E_HOMO in eV: -14.58
Frontier orbital gap in eV: 11.707
Net charge: +1
Energy relative to the best compared isomer or geometry (same formula, charge and spin) in kJ/mol: 68.50

Cartesian coordinates (Å):
C (-2.28, 0.03, 0.14)
N (-1.39, 0.08, -1.06)
C (-1.67, 1.25, -1.94)
H (-1.90, -0.80, 0.75)
H (-2.17, 0.95, 0.70)
H (-3.31, -0.16, -0.16)
H (-1.51, -0.73, -1.58)
H (-0.38, 0.10, -0.72)
H (-2.67, 1.13, -2.33)
H (-0.93, 1.29, -2.74)
H (-1.61, 2.14, -1.32)
C (1.46, -1.73, 0.31)
C (1.90, -0.26, 0.53)
C (1.69, 0.19, 1.97)
O (1.25, 0.58, -0.43)
H (1.55, -2.05, -0.74)
H (0.38, -1.78, 0.59)
H (1.98, -2.39, 1.02)
H (2.98, -0.19, 0.31)
H (2.31, -0.46, 2.62)
H (0.64, 0.16, 2.30)
H (2.07, 1.23, 2.08)
H (1.61, 1.43, -0.30)



Below is 2 unconnected molecules or ions with the total composition C2H5ClOS at a distorted geometry, with properties calculated with ωB97M-V/def2-TZVPD.

E_HOMO (spin up / spin down) in eV: -8.96 / -8.96
Frontier orbital gap (spin up / spin down) in eV: 8.167 / 8.168
Energy relative to the best compared isomer or geometry (same formula, charge and spin) in kJ/mol: 168.06

Cartesian coordinates (Å):
C (-1.22, 0.27, 0.41)
C (0.14, 0.38, -0.24)
O (0.19, 0.67, -1.51)
S (1.22, -1.90, 0.09)
Cl (1.29, 1.27, 0.82)
H (-1.34, -0.56, 1.17)
H (-1.57, 1.19, 0.66)
H (-1.82, -0.22, -0.35)
H (0.95, 0.20, -1.92)
H (2.15, -1.31, 0.86)